(1)
# C53H47NO3P3S2Zr

C53H47NO3P3S2Zr as an isolated structure (ωB97M-V/def2-TZVPD, OMol25).

The charge is +3. Its spin multiplicity is 1. The calculation puts the HOMO energy at -15.16 eV. The total energy comes out at -114154.99879 eV. The orbital gap is 7.123 eV.

Atoms and positions in Å:
Zr: 0.22 -0.51 -0.19
C: -6.36 2.08 -1.18
C: -4.99 2.26 -1.87
C: -5.11 3.24 -3.05
C: -4.00 2.80 -0.85
C: -4.19 4.07 -0.31
C: -3.31 4.63 0.60
C: -2.21 3.89 1.02
C: -2.02 2.61 0.52
P: -0.57 1.65 1.04
C: 0.72 2.66 0.23
C: 0.84 2.41 -1.14
C: 1.69 3.17 -1.92
C: 2.41 4.20 -1.34
C: 2.29 4.45 0.02
C: 1.46 3.68 0.81
C: -0.53 1.80 2.84
C: 0.69 1.63 3.49
C: 0.74 1.62 4.88
C: -0.44 1.73 5.61
C: -1.66 1.87 4.96
C: -1.71 1.91 3.58
C: -2.90 2.09 -0.42
O: -2.56 0.83 -0.91
C: -3.36 0.30 -1.91
C: -2.93 -0.92 -2.43
C: -3.62 -1.53 -3.47
C: -4.78 -0.93 -3.95
C: -5.21 0.26 -3.40
C: -4.51 0.91 -2.39
P: -1.54 -1.75 -1.62
C: -0.37 -2.14 -2.94
C: 0.19 -3.39 -3.18
C: 1.11 -3.55 -4.21
C: 1.48 -2.46 -4.98
C: 0.95 -1.20 -4.73
C: 0.03 -1.04 -3.70
C: -2.33 -3.22 -0.90
C: -2.65 -4.35 -1.64
C: -3.37 -5.37 -1.05
C: -3.78 -5.27 0.27
C: -3.49 -4.13 1.01
C: -2.77 -3.10 0.43
H: -6.75 3.04 -0.84
H: -6.27 1.41 -0.32
H: -7.08 1.65 -1.87
H: -5.45 4.21 -2.71
H: -5.82 2.88 -3.79
H: -4.14 3.36 -3.54
H: -5.06 4.65 -0.60
H: -3.47 5.63 0.98
H: -1.51 4.30 1.74
H: 0.22 1.63 -1.61
H: 1.78 2.98 -2.99
H: 3.05 4.82 -1.95
H: 2.86 5.26 0.47
H: 1.37 3.88 1.88
H: 1.60 1.54 2.91
H: 1.69 1.52 5.39
H: -0.40 1.72 6.69
H: -2.57 1.96 5.53
H: -2.66 2.04 3.07
H: -3.26 -2.45 -3.90
H: -5.34 -1.39 -4.75
H: -6.13 0.70 -3.77
H: -0.08 -4.25 -2.57
H: 1.52 -4.52 -4.41
H: 2.17 -2.59 -5.80
H: 1.24 -0.35 -5.34
H: -0.43 -0.07 -3.53
H: -2.35 -4.43 -2.68
H: -3.64 -6.25 -1.63
H: -4.34 -6.08 0.72
H: -3.86 -4.04 2.02
H: -2.57 -2.19 0.98
N: 0.63 -3.86 3.25
C: 0.41 -3.76 1.78
C: 0.82 -2.38 1.22
O: 0.92 -2.37 -0.11
O: 0.05 -1.33 1.62
H: 0.22 -3.06 3.73
H: 1.63 -3.85 3.45
H: 0.22 -4.72 3.62
H: -0.65 -3.89 1.57
H: 0.98 -4.52 1.26
S: 2.63 -2.13 2.00
P: 3.61 -0.72 0.77
S: 2.66 -0.15 -0.92
C: 5.21 -1.45 0.42
C: 6.10 -1.62 1.49
C: 7.35 -2.16 1.25
C: 7.72 -2.51 -0.05
C: 6.84 -2.32 -1.11
C: 5.58 -1.79 -0.88
C: 3.97 0.70 1.83
C: 4.45 1.84 1.19
C: 4.98 2.87 1.94
C: 5.04 2.77 3.32
C: 4.57 1.63 3.96
C: 4.04 0.59 3.22
H: 5.82 -1.32 2.49
H: 8.04 -2.29 2.06
H: 8.70 -2.93 -0.23
H: 7.14 -2.57 -2.11
H: 4.89 -1.63 -1.70
H: 4.40 1.90 0.11
H: 5.36 3.76 1.44
H: 5.47 3.57 3.91
H: 4.63 1.55 5.04
H: 3.67 -0.30 3.72

(2)
# C3H15NO3S

A 5-piece molecular cluster, C3H15NO3S overall (ωB97M-V/def2-TZVPD, OMol25).

The charge is 0. Its spin multiplicity is 1. The calculation puts the HOMO energy at -9.20 eV. The total energy comes out at -21816.08681 eV. The orbital gap is 4.798 eV.

Atoms and positions in Å:
C: 0.08 1.66 -1.05
C: -1.00 0.86 -0.35
C: -0.98 1.28 1.11
S: 0.66 0.94 1.61
N: 0.02 1.39 -2.41
H: -0.15 2.71 -0.83
H: 1.00 1.34 -0.44
H: -0.65 -0.17 -0.30
H: -1.96 0.83 -0.86
H: -1.29 2.33 1.27
H: -1.75 0.77 1.72
H: 2.47 -2.50 0.67
H: 0.52 1.98 -3.07
H: 0.30 0.35 -2.56
H: 2.31 -1.83 0.39
H: 0.16 -0.91 2.23
O: -0.08 -1.86 2.31
H: -0.03 -1.89 -1.30
H: -0.65 -3.32 -0.91
O: -0.68 -2.40 -0.66
H: 1.63 -1.36 -2.20
H: -0.32 -2.12 1.39
O: 0.71 -1.06 -2.24

(3)
# C5H10O2

C5H10O2 as an isolated structure (ωB97M-V/def2-TZVPD, OMol25).

The charge is 0. Its spin multiplicity is 1. The calculation puts the HOMO energy at -9.71 eV. The total energy comes out at -9440.87103 eV. The orbital gap is 10.638 eV.

Atoms and positions in Å:
C: 0.67 -0.56 -2.06
C: -0.23 -0.78 -0.87
O: 0.26 -1.91 -0.16
C: -0.32 0.46 0.00
C: -0.73 0.32 1.47
C: 0.37 1.36 1.68
O: 0.94 1.04 0.40
H: 0.68 -1.45 -2.70
H: 0.32 0.29 -2.65
H: 1.69 -0.36 -1.72
H: -1.26 -0.98 -1.21
H: -0.38 -2.14 0.52
H: -0.91 1.22 -0.52
H: -1.76 0.51 1.77
H: -0.38 -0.65 1.85
H: 1.07 1.23 2.51
H: -0.02 2.39 1.68

(4)
# C31H56Br14NO2

A 8-piece molecular cluster, C31H56Br14NO2 overall (ωB97M-V/def2-TZVPD, OMol25).

The charge is -1. Its spin multiplicity is 1. The calculation puts the HOMO energy at -4.42 eV. The total energy comes out at -1019233.05688 eV. The orbital gap is 5.864 eV.

Atoms and positions in Å:
O: 3.40 -3.28 2.55
C: 3.06 -2.06 2.30
O: 1.71 -1.77 2.05
C: 4.14 -0.87 2.24
C: 5.44 -1.19 1.36
C: 5.27 -0.89 -0.21
C: 5.13 -2.24 -1.12
C: 3.84 -2.19 -2.08
C: 2.51 -2.19 -1.14
C: 1.20 -2.63 -1.96
C: 0.22 -1.34 -2.14
C: -0.72 -1.17 -0.82
C: -1.27 0.32 -0.62
C: -0.68 1.09 0.65
C: 0.91 1.28 0.66
N: 1.49 1.94 -0.54
C: 0.92 2.63 -1.67
C: 2.09 3.06 -2.60
C: 3.44 2.62 -1.94
C: 2.93 1.94 -0.65
H: 3.62 0.11 1.96
H: 4.51 -0.72 3.33
H: 6.28 -0.51 1.76
H: 5.81 -2.28 1.46
H: 4.31 -0.31 -0.37
H: 6.13 -0.21 -0.58
H: 6.12 -2.35 -1.68
H: 4.94 -3.09 -0.37
H: 3.76 -3.12 -2.75
H: 3.82 -1.22 -2.69
H: 2.34 -1.10 -0.81
H: 2.71 -2.88 -0.25
H: 1.56 -2.96 -3.01
H: 0.69 -3.48 -1.40
H: -0.43 -1.56 -3.06
H: 0.81 -0.39 -2.39
H: -1.65 -1.83 -1.05
H: -0.24 -1.62 0.11
H: -1.15 0.87 -1.62
H: -2.41 0.25 -0.45
H: -1.22 2.09 0.78
H: -0.94 0.46 1.58
H: 1.40 0.24 0.81
H: 1.22 1.91 1.58
H: -0.21 2.78 -1.79
H: 1.96 3.60 -3.60
H: 4.50 2.74 -2.33
H: 3.61 1.48 0.14
Br: -1.49 -3.93 -4.27
C: -0.83 -5.05 -5.71
C: 0.20 -6.03 -5.21
Br: 1.91 -5.14 -4.92
H: -0.46 -4.39 -6.49
H: -1.71 -5.58 -6.09
H: 0.40 -6.80 -5.96
H: -0.08 -6.50 -4.27
Br: 3.05 5.85 -0.03
C: 1.88 5.68 1.52
C: 2.67 5.43 2.77
Br: 3.28 3.58 2.87
H: 1.16 4.89 1.29
H: 1.35 6.64 1.58
H: 2.04 5.56 3.66
H: 3.56 6.06 2.86
Br: 6.78 5.15 0.24
C: 6.20 3.30 0.46
C: 7.32 2.33 0.21
Br: 7.66 2.13 -1.70
H: 5.34 3.16 -0.20
H: 5.86 3.23 1.50
H: 7.06 1.33 0.55
H: 8.26 2.64 0.67
Br: -4.84 -4.08 -2.25
C: -5.40 -5.93 -2.00
C: -4.25 -6.88 -2.22
Br: -3.88 -7.11 -4.11
H: -6.24 -6.10 -2.67
H: -5.75 -5.98 -0.97
H: -4.51 -7.88 -1.85
H: -3.32 -6.55 -1.75
Br: -1.59 -1.17 3.83
C: -3.38 -0.78 4.48
C: -4.12 0.14 3.54
Br: -3.51 1.98 3.72
H: -3.27 -0.37 5.49
H: -3.88 -1.75 4.55
H: -5.18 0.17 3.79
H: -4.00 -0.13 2.49
Br: -3.02 3.73 0.00
C: -4.88 3.29 0.33
C: -5.70 4.53 0.60
Br: -5.39 5.18 2.41
H: -4.90 2.58 1.15
H: -5.23 2.80 -0.59
H: -6.77 4.30 0.56
H: -5.48 5.35 -0.07
Br: -8.81 4.37 3.61
C: -9.35 2.51 3.82
C: -8.20 1.58 3.56
Br: -7.85 1.40 1.65
H: -10.20 2.35 3.16
H: -9.69 2.43 4.86
H: -8.44 0.57 3.90
H: -7.27 1.90 4.03

Q: What is the formula in the third record?
A: C5H10O2